Entry 1:
18
Properties=species:S:1:pos:R:3:nbo_charge:R:1 method="wB97M-V/def2-TZVPD" lumo_energy_ev=0.57 total_charge=0 gap_ev=9.445 e_homo_ha=-0.32615 total_energy_ha=-476.3376
C 2.028 -0.922 1.175 -0.255
C 0.813 0.907 -1.311 -0.620
C -0.236 0.055 0.784 0.628
C -1.666 0.338 -1.195 0.658
C -0.349 0.406 -0.499 -0.294
N -2.729 -0.138 -0.489 -0.828
O 1.041 0.066 1.555 -0.555
O -1.023 -0.300 1.762 -0.724
O -1.770 0.695 -2.361 -0.631
H 0.071 -0.257 2.370 0.534
H -3.623 -0.126 -0.948 0.401
H -2.671 -0.354 0.493 0.414
H 2.430 -0.708 0.188 0.204
H 2.826 -0.866 1.911 0.205
H 1.572 -1.914 1.164 0.191
H 0.453 1.677 -1.991 0.251
H 1.593 1.328 -0.678 0.209
H 1.240 0.113 -1.930 0.213

---

Entry 2:
9
Properties=species:S:1:pos:R:3:nbo_charge:R:1 method="wB97M-V/def2-TZVPD" lumo_energy_ev=-0.55 total_charge=0 gap_ev=10.530 e_homo_ha=-0.40723 total_energy_ha=-830.6796
C -0.747 0.975 0.270 0.604
C -1.714 -1.380 -0.345 0.899
N -1.010 -0.426 -0.161 -0.643
O 2.730 0.015 1.162 -0.850
O 2.014 -0.398 -1.129 -0.860
O 0.252 1.598 0.633 -0.523
O -2.275 -2.333 -0.490 -0.451
S 2.447 0.545 -0.118 1.686
H -1.697 1.405 0.177 0.139

---

Entry 3:
15
Properties=species:S:1:pos:R:3:lowdin_spin:R:1 method="wB97M-V/def2-TZVPD" lumo_energy_ev="-10.31 / -15.94" total_charge=+2 gap_ev="9.110 / 3.426" e_homo_ha="-0.71359 / -0.71167" spin_multiplicity=2 total_energy_ha=-572.3331
C -1.023 1.088 1.137 0.047
N -0.295 0.810 2.345 0.061
H -1.767 0.298 1.011 0.000
H -1.657 2.018 1.156 0.001
H -0.787 1.135 3.175 0.014
H 0.617 1.291 2.439 0.001
C 0.380 -1.337 -2.142 0.021
C 0.667 -1.024 -0.662 0.088
S -0.010 0.783 -0.340 0.713
H -0.042 -0.570 -2.745 0.001
H -0.226 -2.257 -2.204 0.001
H 1.353 -1.529 -2.575 -0.001
H 0.141 -1.578 0.107 0.006
H 1.742 -0.913 -0.426 0.021
H 0.908 1.786 -0.276 0.024

---

Entry 4:
19
Properties=species:S:1:pos:R:3:nbo_charge:R:1 method="wB97M-V/def2-TZVPD" lumo_energy_ev=-0.20 total_charge=0 gap_ev=9.041 e_homo_ha=-0.33952 total_energy_ha=-957.4758
C 1.049 -0.175 1.626 -0.199
C -0.116 -0.887 1.891 -0.199
C 1.288 0.423 0.471 -0.206
C -1.128 -0.881 0.866 -0.167
C 0.299 0.557 -0.467 -0.065
C -0.896 -0.148 -0.318 -0.103
C 0.530 1.351 -1.671 -0.546
C -1.942 -0.388 -1.418 0.444
O -1.803 0.215 -2.668 -0.657
O 0.523 3.574 -2.811 -0.912
F -2.091 -1.764 -1.511 -0.355
S 0.547 2.949 -1.522 1.238
H 1.697 -0.170 2.420 0.211
H -0.202 -1.461 2.839 0.224
H 2.177 0.769 0.167 0.214
H -2.147 -1.368 1.099 0.232
H 0.402 0.854 -2.626 0.236
H -0.923 -0.382 -3.014 0.453
H -2.858 0.149 -1.139 0.156

---

Entry 5:
13
Properties=species:S:1:pos:R:3:nbo_charge:R:1 method="wB97M-V/def2-TZVPD" smiles="O=C[C@@H]1CC(=O)N1S" lumo_energy_ev=-0.04 total_charge=0 gap_ev=9.931 e_homo_ha=-0.36640 total_energy_ha=-758.7235
C -0.465 -0.009 0.603 -0.173
C -0.067 1.463 0.159 -0.484
C 1.316 0.669 -0.229 0.690
C -1.734 -0.450 0.015 0.404
H 1.514 -2.596 -1.216 0.160
H -0.277 -0.042 1.647 0.228
H -0.421 1.703 -0.933 0.268
H -0.068 1.938 1.066 0.239
H -2.652 0.278 0.287 0.138
N 0.761 -0.504 0.028 -0.564
O 2.406 0.926 -0.748 -0.571
O -1.966 -1.400 -0.863 -0.508
S 1.655 -1.976 0.183 0.175

---

Entry 6:
172
Properties=species:S:1:pos:R:3:lowdin_spin:R:1 method="wB97M-V/def2-TZVPD" lumo_energy_ev="-1.71 / -6.28" total_charge=+1 gap_ev="8.241 / 3.671" e_homo_ha="-0.36574 / -0.36574" spin_multiplicity=2 total_energy_ha=-3130.0205
C 2.239 4.503 1.428 0.001
O 0.902 4.717 1.624 0.000
C 0.325 5.843 1.028 0.000
C 0.608 5.934 -0.465 0.000
O 1.961 6.213 -0.625 0.000
C 2.321 6.535 -1.997 0.000
H 2.552 4.272 0.410 0.000
H 2.520 3.625 2.010 0.000
H 2.885 5.310 1.773 0.000
H 0.895 6.616 1.543 0.000
H -0.709 6.023 1.320 0.000
H 0.010 6.698 -0.963 0.000
H 0.338 5.019 -0.993 0.000
H 3.359 6.869 -1.981 0.000
H 1.787 7.290 -2.572 0.000
H 2.374 5.542 -2.443 0.000
C 1.684 -3.668 -3.176 0.000
O 1.800 -2.343 -3.662 0.000
C 3.038 -1.999 -4.202 0.000
C 2.906 -0.666 -4.936 0.000
O 3.618 -0.775 -6.158 0.000
C 3.358 0.322 -7.023 0.000
H 1.846 -4.337 -4.021 0.000
H 0.723 -3.920 -2.726 0.000
H 2.507 -3.799 -2.474 0.000
H 3.443 -2.834 -4.774 0.000
H 3.756 -1.900 -3.388 0.000
H 3.137 0.208 -4.326 0.000
H 1.871 -0.479 -5.224 0.000
H 2.333 0.435 -7.373 0.000
H 4.058 0.137 -7.838 0.000
H 3.629 1.301 -6.627 0.000
C -6.926 6.263 -0.603 0.000
O -7.001 4.908 -0.161 0.000
C -5.903 4.534 0.664 0.000
C -4.585 4.318 -0.063 0.000
O -4.040 5.550 -0.374 0.000
C -2.784 5.396 -1.009 0.000
H -6.971 7.003 0.196 0.000
H -7.776 6.378 -1.276 0.000
H -6.033 6.469 -1.193 0.000
H -6.150 3.618 1.200 0.000
H -5.722 5.192 1.515 0.000
H -4.788 3.731 -0.958 0.000
H -3.934 3.762 0.611 0.000
H -2.961 5.253 -2.075 0.000
H -2.073 4.616 -0.736 0.000
H -2.197 6.315 -0.991 0.000
C -3.417 -3.675 3.593 0.000
O -2.984 -2.459 4.195 0.000
C -4.021 -1.988 5.074 0.000
C -3.854 -0.467 5.304 0.000
O -3.060 -0.190 6.469 0.000
C -1.675 -0.347 6.402 0.000
H -2.542 -3.974 3.016 0.000
H -4.245 -3.532 2.898 0.000
H -3.734 -4.484 4.250 0.000
H -4.031 -2.637 5.950 0.000
H -5.000 -2.160 4.625 0.000
H -4.811 -0.008 5.552 0.000
H -3.386 0.052 4.467 0.000
H -1.145 -0.132 7.330 0.000
H -1.240 0.211 5.572 0.000
H -1.521 -1.396 6.147 0.000
C -3.877 4.542 3.964 0.000
O -4.691 4.482 5.164 0.000
C -5.242 3.240 5.589 0.000
C -6.295 2.700 4.580 0.000
O -5.647 1.637 3.937 0.000
C -6.462 0.988 2.944 0.000
H -3.845 5.569 3.600 0.000
H -4.416 3.980 3.202 0.000
H -2.907 4.112 4.214 0.000
H -5.701 3.395 6.566 0.000
H -4.544 2.449 5.861 0.000
H -6.529 3.488 3.863 0.000
H -7.185 2.471 5.167 0.000
H -7.350 0.501 3.346 0.000
H -6.000 0.149 2.424 0.000
H -6.881 1.666 2.201 0.000
C 0.056 -5.530 0.775 0.000
O 1.383 -5.231 0.361 0.000
C 2.354 -6.272 0.549 0.000
C 2.088 -7.345 -0.478 0.000
O 2.113 -6.869 -1.800 0.000
C 1.763 -7.955 -2.686 0.000
H -0.524 -6.222 0.164 0.000
H -0.457 -4.568 0.791 0.000
H 0.003 -5.885 1.804 0.000
H 2.309 -6.649 1.571 0.000
H 3.302 -5.772 0.352 0.000
H 1.140 -7.859 -0.321 0.000
H 2.865 -8.102 -0.375 0.000
H 2.559 -8.691 -2.577 0.000
H 1.800 -7.624 -3.724 0.000
H 0.791 -8.362 -2.409 0.000
C -4.618 1.624 -3.317 0.000
O -3.709 0.701 -3.855 0.002
C -4.055 -0.633 -3.646 0.000
C -3.132 -1.585 -4.424 0.000
O -2.658 -2.769 -3.720 0.002
C -1.663 -2.542 -2.708 0.004
H -4.742 1.444 -2.249 0.000
H -5.595 1.574 -3.798 0.000
H -4.161 2.598 -3.491 0.000
H -5.075 -0.707 -4.023 0.000
H -4.161 -0.994 -2.623 0.000
H -2.250 -1.103 -4.846 0.000
H -3.610 -1.851 -5.366 0.000
H -1.389 -3.459 -2.188 0.000
H -1.917 -1.902 -1.863 0.003
H -0.792 -2.119 -3.208 0.000
C 9.317 -2.954 0.597 0.000
C 8.059 -2.053 0.268 0.000
C 8.040 -1.746 -1.219 0.000
C 6.761 -1.065 -1.673 0.000
C 5.458 -1.798 -1.273 0.000
C 5.478 -2.239 0.222 0.000
N 6.791 -2.823 0.542 0.000
O 6.809 -3.400 1.785 0.000
C 5.039 -0.997 1.104 0.000
C 4.367 -3.331 0.272 0.000
C 8.246 -0.723 0.987 0.000
H 9.289 -3.839 -0.039 0.000
H 9.324 -3.286 1.635 0.000
H 10.285 -2.465 0.495 0.000
H 8.866 -1.081 -1.472 0.000
H 8.184 -2.726 -1.672 0.000
H 6.705 -0.998 -2.759 0.000
H 6.822 -0.044 -1.298 0.000
H 5.347 -2.727 -1.832 0.000
H 4.606 -1.143 -1.455 0.000
H 4.282 -0.382 0.616 0.000
H 4.641 -1.319 2.066 0.000
H 5.850 -0.288 1.270 0.000
H 4.529 -4.095 -0.489 0.000
H 4.249 -3.735 1.277 0.000
H 3.398 -2.863 0.098 0.000
H 7.849 0.115 0.413 0.000
H 9.304 -0.461 1.007 0.000
H 7.874 -0.668 2.010 0.000
H 7.142 -4.255 1.503 0.000
C -3.471 -0.061 0.415 0.015
C -1.917 0.281 0.569 0.053
C -1.205 -1.066 0.921 0.007
C 0.348 -1.157 0.785 0.000
C 0.807 -0.621 -0.618 0.005
C 0.151 0.721 -0.967 0.047
N -1.320 0.726 -0.705 0.622
O -2.059 1.749 -1.320 0.103
C 0.868 1.889 -0.246 0.044
C 0.336 0.831 -2.504 0.010
C -1.794 1.307 1.769 0.054
H -3.992 0.829 0.062 0.000
H -3.990 -0.239 1.357 0.000
H -3.508 -0.789 -0.395 0.000
H -1.469 -1.342 1.942 0.000
H -1.636 -1.798 0.238 0.000
H 0.673 -2.197 0.742 0.001
H 0.965 -0.689 1.551 0.000
H 0.582 -1.400 -1.346 0.000
H 1.890 -0.514 -0.680 -0.001
H 0.706 1.954 0.830 0.000
H 1.938 2.021 -0.407 0.006
H 0.523 2.855 -0.615 0.000
H 0.273 -0.125 -3.024 0.000
H -0.268 1.547 -3.061 0.000
H 1.380 1.135 -2.583 0.000
H -2.624 1.289 2.474 0.004
H -1.646 2.307 1.362 0.000
H -1.011 1.110 2.501 0.002
H -2.443 1.311 -2.083 0.014